Record 1
Molecular formula: C21H43Co2O20P
Method: DFT, wB97M-V/def2-TZVPD

Geometry as ORCA input:
```
! RIJCOSX wB97M-V def2-TZVPD def2/J DEFGRID3
* xyz 0 7
Co -1.036 -4.143 -2.983
Co -2.736 -1.776 -1.695
P -2.226 -2.221 -4.245
O -2.896 -3.178 -3.141
O -0.712 -2.616 -4.097
O -2.739 -0.972 -3.498
O -2.993 -2.437 -5.549
C 0.234 -2.493 -0.465
O -0.899 -2.860 -1.181
H 0.289 -1.398 -0.469
H 0.242 -2.761 0.603
H 1.197 -2.907 -0.783
C -2.578 4.184 -1.037
C -3.741 3.396 -0.407
O -3.598 1.993 -0.694
C -2.632 1.192 -0.357
O -2.436 0.095 -0.818
O -1.973 1.695 0.694
C -0.936 0.933 1.302
H -1.695 4.112 -0.407
H -2.962 5.197 -1.170
H -2.343 3.849 -2.047
H -4.703 3.674 -0.830
H -3.794 3.486 0.678
H -0.474 1.473 2.122
H -0.173 0.731 0.549
H -1.337 -0.021 1.644
C -4.196 0.165 3.306
C -4.410 -0.976 2.295
O -3.543 -2.048 2.572
C -3.156 -2.846 1.560
O -3.233 -2.641 0.360
O -2.701 -3.933 2.057
C -2.249 -5.019 1.243
H -4.936 0.960 3.265
H -3.189 0.562 3.160
H -4.157 -0.193 4.337
H -4.303 -0.618 1.269
H -5.441 -1.338 2.348
H -1.186 -4.905 1.034
H -2.820 -4.994 0.317
H -2.434 -5.909 1.837
C 1.354 1.271 -1.510
C 0.347 2.247 -2.153
O 0.349 3.436 -1.359
C 0.212 4.612 -1.948
O -0.358 4.812 -3.001
O 0.793 5.530 -1.184
C 0.759 6.871 -1.607
H 2.208 1.845 -1.155
H 1.671 0.644 -2.347
H 0.996 0.569 -0.762
H -0.654 1.808 -2.183
H 0.549 2.441 -3.205
H -0.096 7.426 -1.213
H 0.630 7.082 -2.672
H 1.730 7.269 -1.320
C -0.745 -2.799 4.828
C 0.022 -3.221 3.578
O 1.383 -2.783 3.560
C 1.623 -1.494 3.324
O 0.795 -0.603 3.254
O 2.933 -1.330 3.226
C 3.368 -0.003 2.908
H -1.187 -3.745 5.152
H -1.597 -2.166 4.589
H -0.065 -2.405 5.577
H -0.549 -2.952 2.688
H 0.161 -4.301 3.533
H 3.472 0.099 1.830
H 4.315 0.188 3.410
H 2.746 0.797 3.309
C 6.013 1.743 -3.606
C 5.557 1.265 -2.239
O 5.372 -0.150 -2.304
C 4.709 -0.786 -1.373
O 4.077 -0.266 -0.470
O 4.750 -2.100 -1.621
C 3.894 -2.903 -0.791
H 7.032 1.530 -3.925
H 5.845 2.822 -3.580
H 5.381 1.387 -4.420
H 4.619 1.753 -1.976
H 6.275 1.515 -1.457
H 3.858 -2.741 0.281
H 4.142 -3.923 -1.083
H 2.913 -2.784 -1.261
*
```

Results
Energy relative to the best compared isomer or geometry (same formula, charge and spin): 0.00 kcal/mol
Frontier orbital gap (alpha / beta): 0.23754 / 0.23986 Ha

***

Record 2
Molecular formula: C21H43N13O22
Method: DFT, wB97M-V/def2-TZVPD

Geometry as ORCA input:
```
! RIJCOSX wB97M-V def2-TZVPD def2/J DEFGRID3
* xyz 0 1
C 4.472 -5.254 0.145
N 3.410 -4.502 0.923
O 3.275 -3.305 0.623
O 2.739 -5.170 1.658
H 3.912 -5.580 -0.740
H 4.742 -6.067 0.825
H 5.291 -4.571 -0.049
C 2.230 4.177 0.282
N 2.174 4.982 -0.942
O 1.450 5.972 -0.934
O 2.706 4.463 -1.897
H 1.655 4.631 1.054
H 3.267 4.147 0.570
H 1.906 3.176 0.037
C -0.086 -4.013 -0.592
N 0.509 -5.069 -1.494
O 1.721 -5.200 -1.547
O -0.208 -5.881 -2.050
H -0.457 -3.258 -1.304
H 0.704 -3.566 0.021
H -0.915 -4.485 -0.071
C -4.275 -1.150 -2.492
N -3.006 -0.535 -2.093
O -3.009 0.414 -1.381
O -2.036 -1.085 -2.563
H -4.629 -0.677 -3.434
H -5.063 -0.995 -1.744
H -4.167 -2.219 -2.645
C -3.821 0.464 1.728
N -3.167 0.748 3.079
O -2.552 -0.164 3.626
O -3.332 1.788 3.584
H -4.724 -0.168 1.787
H -3.096 -0.026 1.158
H -3.990 1.413 1.233
C -4.610 -4.717 0.965
N -4.328 -3.387 0.259
O -3.610 -3.459 -0.710
O -4.826 -2.389 0.713
H -3.701 -5.295 0.937
H -5.310 -5.211 0.279
H -4.956 -4.555 1.974
C 4.044 0.008 2.503
N 4.573 -0.027 1.097
O 5.735 -0.294 0.925
O 3.822 0.109 0.161
H 4.327 -1.001 2.913
H 2.954 0.212 2.484
H 4.639 0.761 3.033
C -0.313 1.981 3.776
N 1.048 2.559 3.498
O 1.483 3.314 4.334
O 1.564 2.417 2.387
H -0.427 1.052 3.195
H -1.083 2.716 3.533
H -0.389 1.804 4.837
C 0.590 -0.192 -0.414
N -0.734 -0.303 0.297
O -1.109 0.696 0.872
O -1.283 -1.378 0.362
H 1.283 -0.870 0.124
H 0.933 0.847 -0.242
H 0.508 -0.476 -1.451
C 0.159 4.494 -3.452
N 0.142 2.988 -3.438
O 0.341 2.456 -2.382
O -0.093 2.381 -4.466
H 1.155 4.860 -3.716
H -0.170 4.902 -2.472
H -0.490 4.646 -4.326
C -0.297 -3.213 3.241
N 0.725 -2.206 3.523
O 1.189 -2.148 4.650
O 0.984 -1.461 2.545
H -0.265 -3.654 2.224
H -1.275 -2.713 3.404
H -0.198 -4.030 3.948
N -0.774 5.143 1.220
C -1.499 6.243 0.902
C -2.515 6.318 -0.017
C -2.774 5.160 -0.697
C -2.067 4.043 -0.437
C -1.104 4.059 0.544
H -1.217 7.117 1.489
H -3.074 7.232 -0.148
H -3.532 5.182 -1.489
H -2.312 3.143 -0.975
H -0.514 3.173 0.722
N 1.158 -2.168 -2.882
C 0.890 -1.276 -3.844
C 1.821 -0.371 -4.358
C 3.093 -0.412 -3.792
C 3.378 -1.267 -2.757
C 2.396 -2.146 -2.372
H -0.123 -1.332 -4.266
H 1.585 0.404 -5.093
H 3.834 0.249 -4.145
H 4.364 -1.300 -2.338
H 2.628 -2.852 -1.548
*
```

Results
Frontier orbital gap: 0.33129 Ha

***

Record 3
Molecular formula: C21H43NO6P
Method: DFT, wB97M-V/def2-TZVPD

Geometry as ORCA input:
```
! RIJCOSX wB97M-V def2-TZVPD def2/J DEFGRID3
* xyz 1 1
C -4.076 2.359 -4.252
C -4.404 1.637 -3.084
C -4.079 0.072 -3.051
O -4.314 -0.628 -4.056
O -3.503 -0.469 -1.856
C -4.512 -1.058 -0.995
C -5.104 -0.074 0.127
C -4.192 1.194 0.471
C -3.232 0.966 1.759
C -1.958 0.064 1.387
C -0.550 0.852 1.381
P 0.424 0.357 -0.190
C 2.235 0.690 0.197
C 3.187 1.013 -0.826
C 0.249 -1.498 -0.421
C 0.528 -2.047 -1.908
C 1.588 -1.215 -2.757
O 1.111 -3.385 -1.746
O -0.211 1.300 -1.444
C -0.032 2.719 -1.169
C 0.051 3.646 -2.475
C -0.498 2.971 -3.817
O -0.621 4.907 -2.187
H -4.656 3.288 -4.565
H -3.185 1.982 -4.865
H -4.856 2.074 -2.136
H -5.400 -1.493 -1.581
H -4.006 -1.949 -0.467
H -5.331 -0.717 1.058
H -6.136 0.302 -0.229
H -4.913 2.037 0.792
H -3.594 1.614 -0.402
H -2.910 1.998 2.127
H -3.782 0.445 2.621
H -1.871 -0.901 2.013
H -2.124 -0.296 0.301
H 0.035 0.657 2.337
H -0.806 1.978 1.371
H 2.627 0.600 1.276
H 4.089 0.352 -1.055
H 3.020 1.925 -1.486
H 1.026 -1.985 0.280
H -0.766 -1.923 -0.096
H -0.473 -2.220 -2.433
H 2.655 -1.291 -2.348
H 1.314 -0.125 -2.938
H 1.623 -1.709 -3.800
H 0.697 -3.843 -0.986
H -0.941 3.081 -0.563
H 0.884 2.966 -0.524
H 1.153 3.939 -2.642
H -0.894 3.747 -4.568
H 0.368 2.412 -4.309
H -1.322 2.237 -3.540
H -1.592 4.775 -2.161
C 5.202 -2.902 4.918
C 4.622 -3.289 3.560
C 4.432 -2.098 2.595
O 3.331 -1.246 2.905
C 3.564 -0.348 3.980
N 3.362 -4.013 3.771
H 4.459 -2.466 5.586
H 5.593 -3.787 5.424
H 6.025 -2.192 4.807
H 5.334 -3.975 3.089
H 4.215 -2.505 1.602
H 5.354 -1.512 2.496
H 4.594 0.020 3.993
H 3.316 -0.827 4.928
H 2.891 0.506 3.866
H 3.033 -4.367 2.875
H 2.654 -3.326 4.033
*
```

Results
Frontier orbital gap: 0.26712 Ha

***

Record 4
Molecular formula: C21H44BKN2O5P2S
Method: DFT, wB97M-V/def2-TZVPD

Geometry as ORCA input:
```
! RIJCOSX wB97M-V def2-TZVPD def2/J DEFGRID3
* xyz 0 1
C -5.515 -1.712 0.640
C -4.446 -0.685 1.337
C -4.761 0.775 0.667
N -3.593 1.701 0.682
C -2.515 1.328 -0.274
P -2.819 0.034 -1.627
O -3.929 0.552 -2.571
O -2.404 2.564 -1.078
B -1.029 2.673 -1.642
N -0.846 2.234 -3.120
C -1.820 2.674 -3.850
O -2.722 3.387 -4.366
P -0.271 4.468 -1.713
S 1.644 4.243 -2.141
O -0.286 1.651 -0.846
C -1.010 1.426 0.397
C -0.830 -0.026 1.107
C 0.696 -0.272 1.633
C 0.724 -1.581 2.599
C 0.216 -2.932 1.883
C 1.380 -3.672 1.003
C 1.542 -2.894 -0.412
C 1.909 -3.926 -1.622
C 3.488 -3.804 -1.949
C 3.788 -3.395 -3.500
O 4.456 -4.501 -4.195
C 4.617 -4.068 -5.593
C -0.822 2.465 1.611
C 0.474 3.415 1.499
C 1.528 3.276 2.715
C 1.538 4.629 3.636
C 3.015 3.225 2.040
H -5.719 -1.421 -0.464
H -6.541 -1.693 1.169
H -5.071 -2.782 0.594
H -3.409 -1.080 1.062
H -4.584 -0.656 2.487
H -5.553 1.246 1.377
H -5.292 0.685 -0.353
H -3.867 2.683 0.543
H -3.153 -1.275 -1.082
H -1.607 -0.174 -2.385
H -0.456 5.219 -0.502
H -0.831 5.211 -2.832
H -1.570 -0.167 1.988
H -1.039 -0.900 0.383
H 1.074 0.603 2.269
H 1.374 -0.398 0.717
H 0.087 -1.430 3.571
H 1.824 -1.765 2.928
H -0.761 -2.824 1.294
H -0.021 -3.683 2.744
H 1.063 -4.778 0.866
H 2.400 -3.632 1.551
H 2.374 -2.116 -0.263
H 0.572 -2.331 -0.651
H 1.230 -3.641 -2.510
H 1.624 -4.991 -1.279
H 3.957 -4.831 -1.675
H 4.039 -3.037 -1.284
H 2.763 -3.149 -3.984
H 4.489 -2.483 -3.463
H 3.766 -3.361 -5.898
H 4.639 -5.030 -6.227
H 5.643 -3.558 -5.705
H -0.724 1.873 2.606
H -1.740 3.154 1.776
H 1.064 3.321 0.522
H 0.092 4.512 1.533
H 1.326 2.404 3.429
H 2.543 4.754 4.204
H 1.425 5.580 2.986
H 0.653 4.648 4.382
H 3.853 3.456 2.789
H 3.193 2.243 1.450
H 2.999 4.060 1.233
K 0.478 -1.716 5.153
*
```

Results
Frontier orbital gap: 0.14536 Ha

***

Record 5
Molecular formula: C21H44GeN7S2Si3V
Method: DFT, wB97M-V/def2-TZVPD

Geometry as ORCA input:
```
! RIJCOSX wB97M-V def2-TZVPD def2/J DEFGRID3
* xyz 3 4
V 0.044 -0.082 0.682
C 1.621 2.091 3.961
C 0.943 1.125 3.051
N 1.036 1.147 1.746
N 1.929 2.005 1.147
C 2.025 2.023 -0.200
N 2.944 2.789 -0.757
S 0.972 1.073 -1.145
C 0.205 -0.039 3.508
C 0.109 -0.445 4.835
C -0.453 -1.676 5.132
C -0.907 -2.473 4.086
C -0.823 -1.992 2.794
N -0.285 -0.800 2.484
H 1.550 3.112 3.583
H 2.678 1.838 4.094
H 1.166 2.078 4.947
H 2.584 2.519 1.722
H 3.616 3.328 -0.231
H 3.002 2.841 -1.763
H 0.499 0.176 5.628
H -0.516 -2.022 6.154
H -1.319 -3.454 4.273
H -1.199 -2.567 1.959
C -4.854 -0.112 -2.902
Si -3.104 0.240 -2.317
C -2.745 2.097 -2.326
C -2.592 -1.987 -5.166
Ge -1.890 -1.059 -0.555
Si -2.335 -3.691 -0.787
C -1.946 -4.595 0.824
C -4.179 -3.642 -1.174
C -1.336 -4.458 -2.183
Si -4.291 0.633 1.995
C -5.645 -0.280 1.129
C -3.565 2.137 1.190
C -3.730 0.225 3.712
H -4.933 0.088 -3.973
H -5.562 0.559 -2.412
H -5.177 -1.137 -2.728
H -2.573 2.428 -3.353
H -1.856 2.345 -1.745
H -3.584 2.683 -1.946
H -3.559 -1.532 -5.389
H -2.215 -2.440 -6.083
H -2.735 -2.770 -4.423
H -2.558 -4.262 1.664
H -0.892 -4.545 1.103
H -2.177 -5.652 0.663
H -4.759 -3.148 -0.394
H -4.558 -4.664 -1.267
H -4.372 -3.138 -2.121
H -0.287 -4.588 -1.927
H -1.393 -3.902 -3.117
H -1.753 -5.451 -2.375
H -5.676 -0.034 0.067
H -6.613 0.002 1.562
H -5.561 -1.364 1.235
H -4.189 2.469 0.360
H -2.557 1.948 0.811
H -3.506 2.961 1.907
H -3.768 -0.843 3.929
H -4.394 0.723 4.428
H -2.717 0.585 3.898
C -0.528 1.319 -5.296
C -1.655 0.323 -5.556
C -1.625 -0.918 -4.659
N -1.862 -0.582 -3.261
N -0.978 -1.159 -2.353
C 0.078 -1.699 -2.884
N 1.044 -2.299 -2.157
S 0.094 -1.671 -4.619
H -0.731 2.261 -5.802
H 0.413 0.932 -5.684
H -0.412 1.509 -4.226
H -1.613 0.000 -6.597
H -2.627 0.800 -5.396
H 1.123 -2.072 -1.183
H 1.872 -2.632 -2.622
*
```

Results
Energy relative to the best compared isomer or geometry (same formula, charge and spin): 45.31 kcal/mol
Frontier orbital gap (alpha / beta): 0.19394 / 0.19354 Ha

***

Record 6
Molecular formula: C21H44N3OP2Ru
Method: DFT, wB97M-V/def2-TZVPD

Geometry as ORCA input:
```
! RIJCOSX wB97M-V def2-TZVPD def2/J DEFGRID3
* xyz 3 5
Ru 0.112 -0.120 -0.271
P 1.461 1.756 0.012
P -1.495 -1.605 -1.133
N -0.855 1.276 -1.725
C 0.348 3.108 -0.601
H 0.196 3.837 0.206
H 0.869 3.632 -1.415
C -1.003 2.615 -1.105
H -1.727 2.531 -0.282
H -1.439 3.302 -1.851
C -2.088 0.798 -2.439
H -1.794 0.479 -3.455
H -2.760 1.663 -2.551
C -2.739 -0.329 -1.655
H -3.531 -0.804 -2.244
H -3.205 0.086 -0.750
C -2.377 -2.869 -0.094
C -2.132 -2.636 1.395
H -2.711 -1.798 1.798
H -1.061 -2.457 1.581
H -2.398 -3.535 1.966
C -1.088 -2.466 -2.717
C 0.084 -3.447 -2.550
H 0.754 -3.336 -3.415
H -0.254 -4.492 -2.521
H 0.689 -3.251 -1.650
C 3.055 1.982 -0.900
C 4.229 1.205 -0.290
H 4.981 1.061 -1.082
H 3.934 0.206 0.064
H 4.727 1.747 0.529
C 1.837 2.185 1.766
C 2.603 1.071 2.477
H 2.453 1.194 3.558
H 3.683 1.123 2.278
H 2.261 0.066 2.195
C 1.286 -1.429 0.282
C -2.337 -3.072 -3.382
H -3.249 -3.045 -2.764
H -2.559 -2.513 -4.303
H -2.162 -4.115 -3.681
C 3.399 3.447 -1.231
H 4.480 3.625 -1.134
H 3.142 3.646 -2.282
H 2.879 4.199 -0.615
C 2.545 3.526 1.947
H 2.638 3.697 3.029
H 3.558 3.527 1.521
H 1.978 4.364 1.524
C -2.001 -4.327 -0.371
H -0.919 -4.472 -0.245
H -2.501 -4.950 0.384
H -2.303 -4.692 -1.358
H -3.441 -2.686 -0.319
H 0.832 2.260 2.214
H -0.735 -1.644 -3.357
H 2.797 1.475 -1.843
O 2.067 -2.267 0.550
H -0.114 1.339 -2.430
H 0.841 -0.239 -1.711
C 0.308 -1.074 3.488
C -0.684 -0.137 2.913
N -0.937 0.245 1.662
C -2.137 0.961 1.710
C -2.544 1.057 3.002
N -1.618 0.368 3.749
H -0.237 -1.868 4.030
H 0.937 -0.520 4.207
H 0.902 -1.538 2.696
H -2.655 1.334 0.831
H -3.432 1.525 3.396
H -1.643 0.217 4.754
*
```

Results
Frontier orbital gap (alpha / beta): 0.16558 / 0.21297 Ha

***

| no. | calculated total energy (Ha) |
| --- | --- |
| 1 | -5437.72617 |
| 2 | -3192.03367 |
| 3 | -1672.98721 |
| 4 | -3017.69428 |
| 5 | -5894.80331 |
| 6 | -1842.50027 |